This record from the Open Molecules 2025 dataset describes 5 unconnected molecules or ions with the total composition C26H20Cl2O16. The level of theory is ωB97M-V/def2-TZVPD.

## Properties
max |F|	4.14	eV/Å
energy above the lowest of the compared OMol25 structures with the same formula, charge and spin	2.890	eV
E_HOMO	-0.3451	hartree
LUMO level	-2.188	eV
frontier orbital gap	7.2023	eV

The geometry in XYZ format:
```
64
C26H20Cl2O16 ωB97M-V/def2-TZVPD
O -2.03 -0.26 -0.03
C -0.81 -0.53 0.18
C -0.07 0.32 1.01
C 1.22 -0.04 1.46
O 1.96 0.91 2.15
C 1.95 -1.32 1.09
O 2.99 -1.63 1.57
C 1.17 -2.13 0.24
C -0.09 -1.85 -0.21
O -0.74 -2.71 -1.03
H -0.48 1.29 1.24
H 2.79 0.56 2.50
H 1.60 -3.06 -0.10
H -1.66 -2.48 -1.21
O -2.48 3.55 -3.30
C -2.33 4.17 -2.21
C -1.78 5.52 -2.16
C -1.75 6.30 -1.02
O -1.19 7.55 -1.12
C -2.11 5.82 0.38
O -1.87 6.41 1.44
C -2.55 4.38 0.29
C -2.68 3.67 -0.85
O -3.19 2.40 -0.78
H -1.55 6.11 -3.05
H -1.12 7.93 -0.24
H -3.07 3.99 1.16
H -3.48 2.00 -1.60
O -3.90 -1.83 -1.38
C -5.00 -1.35 -1.36
C -5.87 -1.45 -2.54
C -7.13 -0.97 -2.51
O -7.92 -0.99 -3.57
C -7.78 -0.18 -1.31
O -8.88 0.32 -1.32
C -6.83 0.01 -0.20
C -5.56 -0.49 -0.32
O -4.75 -0.11 0.66
H -5.55 -2.03 -3.39
H -8.82 -1.06 -3.24
H -7.00 0.73 0.59
H -3.88 -0.37 0.34
O 4.42 0.32 3.23
C 5.65 0.40 3.06
C 6.36 1.48 2.35
C 7.69 1.57 2.29
O 8.38 2.59 1.80
C 8.62 0.51 2.72
O 9.84 0.60 2.73
C 7.93 -0.73 3.11
C 6.61 -0.69 3.32
O 6.05 -1.77 3.95
H 5.93 2.38 1.92
H 9.30 2.40 1.99
H 8.51 -1.55 3.51
H 5.19 -1.59 4.35
Cl 3.21 -7.09 -3.10
C 2.16 -6.48 -1.77
C 0.76 -6.70 -2.39
Cl -0.35 -6.16 -1.08
H 2.43 -5.46 -1.52
H 2.29 -7.18 -0.94
H 0.60 -7.78 -2.47
H 0.66 -6.15 -3.32
```

Löwdin population analysis, charges in e, atoms 1 to 5:
1 O 0.038
2 C -0.265
3 C 0.059
4 C -0.109
5 O 0.082

=====

This record from the Open Molecules 2025 dataset describes a molecular structure, C53H51BClLaN11O3S. The level of theory is ωB97M-V/def2-TZVPD.

## Properties
max |F|	1.30	eV/Å
energy above the lowest of the compared OMol25 structures with the same formula, charge and spin	0.000	eV
E_HOMO	-0.2087	hartree
LUMO level	1.753	eV
charge	-1
frontier orbital gap	7.4320	eV

The geometry in XYZ format:
```
122
C53H51BClLaN11O3S ωB97M-V/def2-TZVPD
La 0.36 -0.42 -0.67
C 4.68 -2.95 2.59
C 4.11 -2.35 1.34
C 4.75 -2.12 0.15
C 3.79 -1.53 -0.69
N 2.64 -1.43 -0.03
N 2.83 -1.93 1.21
B 1.77 -1.89 2.33
N 0.54 -2.78 2.03
N -0.30 -2.60 0.99
C -1.16 -3.62 1.00
C -0.85 -4.48 2.07
C 0.23 -3.91 2.70
C 0.96 -4.42 3.90
C -2.27 -3.84 0.05
C -3.19 -4.85 0.32
C -4.26 -5.11 -0.53
C -4.43 -4.36 -1.68
C -3.52 -3.35 -1.96
C -2.46 -3.09 -1.11
N 1.42 -0.43 2.74
N 1.00 0.57 1.91
C 1.02 1.70 2.64
C 1.46 1.43 3.94
C 1.70 0.07 3.97
C 2.19 -0.72 5.13
C 0.62 3.05 2.19
C 0.72 3.49 0.87
C 0.37 4.78 0.53
C -0.08 5.67 1.49
C -0.18 5.25 2.81
C 0.16 3.95 3.15
C 4.03 -1.05 -2.06
C 3.02 -0.90 -3.02
C 3.31 -0.42 -4.28
C 4.61 -0.07 -4.63
C 5.62 -0.21 -3.69
C 5.33 -0.69 -2.42
H 5.71 -3.23 2.40
H 4.13 -3.84 2.89
H 4.66 -2.25 3.42
H 5.78 -2.36 -0.09
H 2.28 -2.37 3.29
H -1.33 -5.40 2.35
H 0.47 -5.34 4.23
H 0.93 -3.71 4.72
H 2.00 -4.65 3.68
H -3.09 -5.44 1.22
H -4.95 -5.91 -0.28
H -5.25 -4.57 -2.35
H -3.63 -2.76 -2.86
H -1.78 -2.30 -1.37
H 1.61 2.12 4.75
H 2.22 -0.08 6.01
H 3.20 -1.11 4.97
H 1.54 -1.57 5.35
H 1.09 2.81 0.11
H 0.47 5.10 -0.51
H -0.34 6.69 1.22
H -0.54 5.93 3.57
H 0.05 3.63 4.18
H 2.01 -1.20 -2.80
H 2.50 -0.31 -5.00
H 4.83 0.31 -5.62
H 6.64 0.07 -3.94
H 6.12 -0.75 -1.68
O 4.20 2.06 -0.53
C 3.12 1.65 -0.81
N 2.02 1.26 -1.07
O -1.68 -0.32 3.66
H -1.61 -0.45 2.70
H -0.77 -0.16 3.93
Cl 0.56 -2.88 -2.03
N -1.92 2.32 -7.81
C -1.65 1.93 -6.76
C -1.33 1.44 -5.45
C -1.56 0.10 -5.12
C -1.25 -0.34 -3.84
C -0.70 0.48 -2.84
C -0.47 1.81 -3.23
C -0.77 2.29 -4.50
H -1.97 -0.57 -5.87
H -1.40 -1.40 -3.64
H 0.00 2.50 -2.53
H -0.56 3.32 -4.76
O -2.03 -0.36 0.88
S -3.46 -0.86 0.80
C -4.43 0.15 1.96
C -5.67 0.58 1.19
C -5.16 1.02 -0.18
C -4.21 -0.07 -0.66
H -3.80 1.00 2.21
H -4.61 -0.44 2.85
H -6.21 1.37 1.72
H -6.36 -0.27 1.08
H -4.63 1.97 -0.08
H -5.98 1.17 -0.89
H -3.37 0.29 -1.26
H -4.72 -0.87 -1.20
C -2.98 3.71 1.49
C -2.25 2.61 1.06
N -2.04 2.34 -0.23
C -2.53 3.19 -1.12
C -3.22 4.36 -0.80
C -3.47 4.60 0.55
C -3.60 5.24 -1.92
C -3.40 6.55 -2.06
C -2.78 7.49 -1.10
C -3.35 7.86 0.10
C -2.66 8.76 0.89
N -1.48 9.26 0.53
C -1.03 8.86 -0.65
N -1.61 8.02 -1.49
H -3.14 3.87 2.55
H -1.84 1.90 1.77
H -2.35 2.94 -2.16
H -4.05 5.45 0.86
H -3.97 4.72 -2.80
H -3.59 6.99 -3.04
H -4.33 7.50 0.40
H -3.06 9.09 1.85
H -0.08 9.27 -0.97
```

Löwdin population analysis, charges in e, atoms 1 to 5:
1 La 1.705
2 C -0.022
3 C -0.260
4 C 0.028
5 C -0.237

=====

This record from the Open Molecules 2025 dataset describes 9 unconnected molecules or ions with the total composition C30H47BCl6N5O8. The level of theory is ωB97M-V/def2-TZVPD.

## Properties
max |F|	3.58	eV/Å
E_HOMO	-0.2804	hartree
LUMO level	1.821	eV
charge	-1
frontier orbital gap	9.4523	eV

The geometry in XYZ format:
```
97
C30H47BCl6N5O8 ωB97M-V/def2-TZVPD
O -4.82 -2.22 -0.20
C -3.67 -1.82 -0.02
O -2.82 -1.18 -0.84
B -1.53 -1.00 -0.14
O -1.72 -1.50 1.20
C -2.90 -2.10 1.29
O -3.37 -2.78 2.21
O -1.02 0.40 -0.16
C 0.19 0.43 -0.73
O 0.91 1.43 -0.88
C 0.53 -0.99 -1.23
O -0.50 -1.84 -0.88
O 1.62 -1.30 -1.72
C -2.17 0.96 -5.97
C -2.29 0.88 -7.50
C -0.95 0.72 -8.25
C -0.05 -0.26 -7.66
N 0.69 -1.01 -7.22
H -3.03 1.40 -5.47
H -1.35 1.63 -5.68
H -1.92 0.00 -5.51
H -2.86 1.73 -7.85
H -2.83 -0.02 -7.80
H -0.49 1.71 -8.19
H -1.10 0.50 -9.30
C -2.20 -2.93 7.70
C -2.53 -4.19 8.47
C -3.96 -4.25 8.93
C -4.95 -4.16 7.86
N -5.71 -4.00 7.01
H -1.21 -3.00 7.25
H -2.44 -2.00 8.23
H -2.69 -2.99 6.73
H -1.80 -4.39 9.25
H -2.37 -5.01 7.76
H -4.06 -3.43 9.65
H -4.20 -5.18 9.44
C -1.14 8.48 3.12
C -0.99 7.91 1.74
C -0.05 6.69 1.76
C 1.39 6.94 1.60
N 2.49 7.17 1.43
H -1.88 9.27 3.20
H -0.24 8.95 3.51
H -1.46 7.70 3.81
H -0.66 8.64 0.99
H -2.00 7.72 1.36
H -0.25 6.08 0.88
H -0.25 6.10 2.65
C 3.45 -4.06 1.99
C 2.20 -3.63 2.78
C 1.08 -4.67 2.75
C 1.45 -6.03 3.24
N 1.69 -7.09 3.61
H 3.84 -5.00 2.38
H 4.21 -3.31 2.18
H 3.35 -4.09 0.90
H 1.86 -2.66 2.40
H 2.42 -3.45 3.83
H 0.77 -4.81 1.71
H 0.25 -4.36 3.38
C 10.19 -1.75 -2.54
C 8.72 -1.62 -1.98
C 7.72 -0.90 -2.90
C 7.12 -1.71 -3.93
N 6.69 -2.32 -4.82
H 10.52 -0.82 -3.01
H 10.33 -2.56 -3.25
H 10.78 -1.89 -1.64
H 8.82 -1.08 -1.04
H 8.31 -2.56 -1.61
H 8.16 0.01 -3.31
H 6.89 -0.60 -2.27
Cl 5.38 6.94 -4.37
C 4.62 5.33 -4.54
C 3.09 5.48 -4.66
Cl 2.66 6.06 -6.21
H 4.95 4.79 -3.66
H 5.00 4.79 -5.41
H 2.72 6.11 -3.84
H 2.68 4.48 -4.53
Cl -3.69 -4.04 -6.26
C -4.83 -4.15 -4.95
C -6.12 -3.29 -5.16
Cl -7.21 -4.05 -6.46
H -4.21 -3.92 -4.09
H -5.13 -5.20 -4.84
H -5.89 -2.27 -5.44
H -6.66 -3.33 -4.21
Cl -4.73 2.75 3.46
C -4.12 2.17 5.05
C -5.15 1.90 6.06
Cl -6.02 3.45 6.41
H -3.44 2.99 5.28
H -3.50 1.29 4.84
H -4.71 1.64 7.02
H -5.89 1.13 5.84
```

Löwdin population analysis, charges in e, atoms 1 to 5:
1 O 0.113
2 C -0.353
3 O 0.215
4 B -0.879
5 O 0.228

=====

This record from the Open Molecules 2025 dataset describes 2 unconnected molecules or ions with the total composition C2H9NS. The level of theory is ωB97M-V/def2-TZVPD.

## Properties
max |F|	1.47	eV/Å
energy above the lowest of the compared OMol25 structures with the same formula, charge and spin	0.129	eV
E_HOMO	-0.3178	hartree
LUMO level	0.921	eV
frontier orbital gap	9.5691	eV

The geometry in XYZ format:
```
13
C2H9NS ωB97M-V/def2-TZVPD
C -0.07 1.45 1.32
S 0.58 -0.27 1.14
C 1.48 0.00 -0.41
H -0.42 1.53 2.34
H -0.86 1.57 0.59
H 0.75 2.13 1.16
H 2.11 -0.89 -0.54
H 0.79 0.10 -1.24
H 2.14 0.86 -0.37
N -1.60 -1.75 -1.24
H -1.88 -0.79 -1.39
H -0.73 -1.78 -0.73
H -2.30 -2.17 -0.64
```

Löwdin population analysis, charges in e, atoms 1 to 5:
1 C -0.386
2 S 0.705
3 C -0.435
4 H 0.022
5 H 0.024

=====

This record from the Open Molecules 2025 dataset describes a molecular structure, C11H8BrNO4Ru. The level of theory is ωB97M-V/def2-TZVPD.

## Properties
max |F|	7.36	eV/Å
E_HOMO (alpha / beta)	-0.5894 / -0.7573	hartree
2S+1	6
LUMO level (alpha / beta)	-11.454 / -15.505	eV
charge	+3
frontier orbital gap (alpha / beta)	4.5844 / 5.1032	eV

The geometry in XYZ format:
```
26
C11H8BrNO4Ru ωB97M-V/def2-TZVPD
Ru 0.06 0.21 -0.56
O 0.03 3.30 -0.65
C 0.05 2.15 -0.69
C 0.07 -1.75 -1.00
O 0.10 -2.90 -1.02
C 1.98 0.23 -0.98
O 3.13 0.25 -1.15
C -1.88 0.25 -1.02
O -3.03 0.30 -1.17
C 0.06 1.02 -4.00
H -0.86 1.59 -3.70
H 0.98 1.60 -3.69
C 0.07 -0.32 -4.07
H 0.98 -0.91 -3.84
H -0.86 -0.91 -3.85
Br -2.28 -2.37 3.81
C -0.94 -1.14 3.17
C 0.00 -0.55 3.99
C 0.94 0.32 3.43
C 0.90 0.58 2.08
N -0.06 -0.05 1.41
C -1.00 -0.89 1.82
H -0.01 -0.78 5.05
H 1.70 0.81 3.97
H 1.58 1.24 1.53
H -1.71 -1.30 1.11
```

Löwdin population analysis, charges in e, atoms 1 to 5:
1 Ru 0.898
2 O 0.203
3 C -0.211
4 C -0.208
5 O 0.171

=====

This record from the Open Molecules 2025 dataset describes a single C5H5F2NS molecule. The level of theory is ωB97M-V/def2-TZVPD.

## Properties
max |F|	4.04	eV/Å
energy above the lowest of the compared OMol25 structures with the same formula, charge and spin	0.762	eV
E_HOMO	-0.3477	hartree
LUMO level	0.587	eV
frontier orbital gap	10.0500	eV

The geometry in XYZ format:
```
14
C5H5F2NS ωB97M-V/def2-TZVPD
N -3.39 -0.02 1.75
C -2.27 0.13 1.47
C -0.93 0.24 0.91
C -0.89 0.49 -0.87
S 0.91 0.13 -1.20
C 0.98 -1.12 -0.04
C 0.01 -0.95 1.19
F -0.74 -2.07 1.11
F 0.66 -0.81 2.37
H -0.36 1.17 1.28
H -1.62 -0.09 -1.41
H -1.15 1.52 -1.03
H 2.08 -1.41 0.28
H 0.59 -2.03 -0.49
```

Löwdin population analysis, charges in e, atoms 1 to 5:
1 N 0.161
2 C -0.188
3 C -0.172
4 C -0.289
5 S 0.865

=====

This record from the Open Molecules 2025 dataset describes a molecular structure, C49H43IN8NaO2PS. The level of theory is ωB97M-V/def2-TZVPD.

## Properties
max |F|	1.08	eV/Å
energy above the lowest of the compared OMol25 structures with the same formula, charge and spin	0.500	eV
E_HOMO (alpha / beta)	0.0016 / 0.0056	hartree
LUMO level (alpha / beta)	3.662 / 3.648	eV
charge	-2
frontier orbital gap (alpha / beta)	3.6182 / 3.4963	eV

The geometry in XYZ format:
```
106
C49H43IN8NaO2PS ωB97M-V/def2-TZVPD
Na -0.36 -0.39 -0.82
C 1.22 0.43 6.06
C -0.16 0.88 5.57
N -0.16 1.49 4.26
C -0.02 0.66 3.15
S 0.03 1.42 1.56
N 0.13 -0.63 3.27
N 0.04 -1.36 2.14
C 0.36 -2.65 2.25
C 0.92 -3.24 3.51
C 0.21 -3.47 1.08
C 0.52 -4.85 1.10
C 0.33 -5.62 -0.03
C -0.17 -5.02 -1.19
C -0.45 -3.66 -1.12
N -0.28 -2.90 -0.06
H 1.15 -0.04 7.05
H 1.91 1.28 6.14
H 1.63 -0.30 5.37
H -0.59 1.60 6.28
H -0.82 0.02 5.53
H 0.37 2.35 4.18
H 1.25 -2.45 4.18
H 1.77 -3.90 3.30
H 0.18 -3.83 4.06
H 0.89 -5.31 2.00
H 0.58 -6.67 -0.01
H -0.33 -5.58 -2.10
H -0.84 -3.16 -2.00
C 4.36 4.83 0.16
C 4.10 3.55 0.62
C 2.95 2.88 0.21
C 2.06 3.47 -0.67
C 2.34 4.76 -1.14
C 3.47 5.43 -0.73
P 0.58 2.50 -1.15
C 0.56 2.67 -2.96
C -0.63 2.40 -3.64
C -0.65 2.30 -5.02
C 0.53 2.44 -5.75
C 1.72 2.68 -5.08
C 1.73 2.79 -3.70
C -0.80 3.65 -0.64
C -1.08 4.72 -1.45
C -2.19 5.55 -1.25
C -3.07 5.25 -0.25
C -2.85 4.14 0.60
C -3.85 3.80 1.55
C -3.71 2.69 2.33
C -2.53 1.94 2.26
C -1.50 2.29 1.41
C -1.67 3.36 0.46
H 5.25 5.35 0.48
H 4.79 3.06 1.30
H 2.76 1.87 0.56
H 1.67 5.23 -1.84
H 3.68 6.43 -1.10
H -1.55 2.23 -3.08
H -1.58 2.07 -5.53
H 0.52 2.33 -6.82
H 2.65 2.74 -5.63
H 2.68 2.93 -3.19
H -0.46 4.91 -2.32
H -2.37 6.39 -1.92
H -3.97 5.83 -0.11
H -4.74 4.42 1.60
H -4.49 2.39 3.01
H -2.40 1.09 2.91
I 3.68 -3.71 -2.05
C 4.04 -2.21 -0.63
C 5.15 -1.39 -0.78
C 5.35 -0.42 0.19
C 4.44 -0.31 1.24
C 3.35 -1.16 1.25
N 3.16 -2.11 0.33
H 5.80 -1.47 -1.63
H 6.19 0.26 0.11
H 4.56 0.44 2.01
H 2.58 -1.09 2.01
N -0.16 -1.23 -4.36
C 0.97 -0.80 -3.70
O 0.88 -0.39 -2.53
C 2.19 -0.79 -4.44
C 2.24 -1.27 -5.76
N 2.24 -1.70 -6.83
C 3.37 -0.26 -3.88
N 4.34 0.18 -3.44
H -0.08 -1.75 -5.21
H -0.99 -1.35 -3.79
C -4.09 1.59 -1.54
C -3.65 0.15 -1.40
O -2.42 -0.07 -1.21
C -4.61 -0.89 -1.47
C -4.22 -2.25 -1.30
C -5.12 -3.28 -1.39
C -6.48 -3.03 -1.65
C -6.89 -1.70 -1.80
C -6.00 -0.66 -1.71
H -3.21 2.23 -1.54
H -4.73 1.91 -0.71
H -4.66 1.76 -2.46
H -3.18 -2.45 -1.07
H -4.78 -4.30 -1.25
H -7.19 -3.84 -1.72
H -7.94 -1.49 -1.99
H -6.36 0.35 -1.83
```

Löwdin population analysis, charges in e, atoms 1 to 5:
1 Na 0.171
2 C -0.103
3 C -0.285
4 N -0.054
5 C -0.661

=====

This record from the Open Molecules 2025 dataset describes a single C8H9NOS molecule. The level of theory is ωB97M-V/def2-TZVPD.

## Properties
max |F|	5.33	eV/Å
energy above the lowest of the compared OMol25 structures with the same formula, charge and spin	4.710	eV
E_HOMO (alpha / beta)	-0.2840 / -0.2739	hartree
LUMO level (alpha / beta)	-0.915 / -0.522	eV
frontier orbital gap (alpha / beta)	6.8142 / 6.9297	eV

The geometry in XYZ format:
```
20
C8H9NOS ωB97M-V/def2-TZVPD
C 0.18 -2.51 -0.15
C -1.19 -2.47 -0.64
C 0.61 -1.37 0.34
C -1.94 -1.35 -0.36
C 0.04 -0.05 0.18
C -1.36 -0.08 -0.05
C 0.81 1.01 0.22
C 2.30 1.14 0.25
N -2.12 2.41 0.50
O 2.67 2.46 -0.20
S -2.69 1.00 0.18
H 0.58 -3.47 0.08
H -1.71 -3.36 -1.06
H 1.72 -1.47 0.67
H -2.89 -1.25 -0.76
H 0.33 1.98 0.14
H 2.66 0.46 -0.52
H 2.85 1.13 1.18
H -2.79 3.10 0.72
H 1.96 2.70 -0.71
```

Löwdin population analysis, charges in e, atoms 1 to 5:
1 C -0.091
2 C -0.061
3 C -0.065
4 C -0.170
5 C -0.251